*A*
Density functional theory data (ωB97M-V with the def2-TZVPD basis set) for a molecular structure, CH3I2N.

LUMO level (eV): -1.0
Molecular weight (g/mol): 282.8
Orbital gap (Eh): 0.2755

ORCA input file:
```
! RIJCOSX wB97M-V def2-TZVPD def2/J DEFGRID3
* xyz 0 1
C -0.958 -0.050 -0.012
N 0.920 0.102 -0.544
I 1.711 1.819 0.079
I 1.800 -1.688 0.115
H -1.539 0.912 0.010
H -1.111 -0.792 -0.729
H -0.823 -0.303 1.080
*
```



*B*
Density functional theory data (ωB97M-V with the def2-TZVPD basis set) for a molecular structure, CH3I2N.

LUMO level (alpha / beta) (eV): -0.8 / -0.8
Molecular weight (g/mol): 282.8
Orbital gap (alpha / beta) (Eh): 0.3010 / 0.2925

ORCA input file:
```
! RIJCOSX wB97M-V def2-TZVPD def2/J DEFGRID3
* xyz 0 1
C 0.393 0.479 -0.869
N -0.289 0.670 1.353
I -0.340 2.036 -1.896
I -1.093 2.643 1.559
H 0.013 -0.425 -1.334
H 1.418 0.620 -0.571
H -1.132 -0.065 1.286
*
```



Of them, *B* has the lowest stability.



*A*
Density functional theory data (ωB97M-V with the def2-TZVPD basis set) for a molecular structure, C3H4NO.

LUMO level (eV): -4.3
Molecular weight (g/mol): 70.1
Orbital gap (Eh): 0.4010

ORCA input file:
```
! RIJCOSX wB97M-V def2-TZVPD def2/J DEFGRID3
* xyz 1 1
C -2.267 0.302 -0.020
C 2.898 0.335 -0.120
C -1.295 -0.455 -0.078
N 1.928 -0.201 0.130
O -0.288 -1.065 -0.111
H -2.859 0.854 -0.813
H -2.834 0.186 0.929
H 3.936 0.623 -0.091
H 0.779 -0.579 0.174
*
```



*B*
Density functional theory data (ωB97M-V with the def2-TZVPD basis set) for a gas-phase ion, C3H4NO (charge +1).

LUMO level (eV): -5.7
Molecular weight (g/mol): 70.1
Orbital gap (Eh): 0.3437
Structure (SMILES): C=[NH+]C=C=O

ORCA input file:
```
! RIJCOSX wB97M-V def2-TZVPD def2/J DEFGRID3
* xyz 1 1
C -0.525 -0.965 0.032
N -0.584 0.321 0.130
C 0.450 1.241 -0.146
C 1.446 0.376 -0.225
O 1.566 -0.748 -0.315
H -1.453 -1.524 0.002
H 0.323 -1.788 0.176
H -1.521 0.856 0.232
H 0.299 2.231 0.113
*
```



*C*
Density functional theory data (ωB97M-V with the def2-TZVPD basis set) for 2 unconnected molecules or ions with the total composition C3H4NO.

LUMO level (eV): -4.7
Molecular weight (g/mol): 70.1
Orbital gap (Eh): 0.3594

ORCA input file:
```
! RIJCOSX wB97M-V def2-TZVPD def2/J DEFGRID3
* xyz 1 1
C -1.350 -1.550 -0.468
C 1.310 2.167 1.747
C -0.353 -0.696 -0.534
N 1.615 1.766 0.757
O 0.678 -0.036 -0.708
H -2.192 -1.465 -1.105
H -1.761 -2.181 0.256
H 0.897 2.568 2.614
H 1.350 0.982 -0.039
*
```



Of them, *B* has the lowest stability.



*A*
Density functional theory data (ωB97M-V with the def2-TZVPD basis set) for a gas-phase ion, C3H4NO (charge +1).

LUMO level (alpha / beta) (eV): -7.4 / -7.4
Molecular weight (g/mol): 70.1
Orbital gap (alpha / beta) (Eh): 0.2690 / 0.2693
Structure (SMILES): C=CC=[N+]=O

ORCA input file:
```
! RIJCOSX wB97M-V def2-TZVPD def2/J DEFGRID3
* xyz 1 1
C -0.669 0.356 0.085
C 0.190 -0.767 0.312
C 1.432 -0.354 -0.026
N 2.918 -1.302 0.262
O 3.498 -1.076 1.211
H -1.565 0.449 0.473
H -0.370 1.206 -0.618
H -0.004 -1.650 0.901
H 1.587 0.370 -0.909
*
```



*B*
Density functional theory data (ωB97M-V with the def2-TZVPD basis set) for a gas-phase ion, C3H4NO (charge +1).

LUMO level (eV): -7.8
Molecular weight (g/mol): 70.1
Orbital gap (Eh): 0.2823
Structure (SMILES): C=CC=[N+]=O

ORCA input file:
```
! RIJCOSX wB97M-V def2-TZVPD def2/J DEFGRID3
* xyz 1 1
C 1.203 -1.024 0.377
C 0.338 -0.024 0.586
C -0.503 0.452 -0.466
N -1.588 1.078 -0.408
O -2.555 1.605 -0.685
H 1.566 -1.406 -0.657
H 1.772 -1.390 1.262
H -0.010 0.360 1.457
H -0.223 0.348 -1.466
*
```



Of them, *A* has the lowest stability.



*A*
Density functional theory data (ωB97M-V with the def2-TZVPD basis set) for a molecular structure, H17LiO9.

LUMO level (eV): -1.1
Molecular weight (g/mol): 168.1
Orbital gap (Eh): 0.3320

ORCA input file:
```
! RIJCOSX wB97M-V def2-TZVPD def2/J DEFGRID3
* xyz 0 1
Li -0.230 2.099 -1.612
O -0.078 0.642 -0.543
H -0.014 0.614 0.573
O 1.165 2.485 -2.500
H 1.946 1.977 -2.456
H 1.019 2.373 -3.443
O 2.094 -0.060 -1.109
H 2.188 -0.413 -2.065
H 1.211 0.393 -0.861
O 0.654 -1.859 0.149
H 0.407 -1.027 -0.349
H 1.282 -2.351 -0.413
O -0.344 1.388 3.007
H 0.182 2.083 2.744
H 0.429 0.706 3.140
O -2.590 0.173 0.190
H -2.915 1.176 0.127
H -1.812 0.270 -0.297
O -1.705 -2.040 1.899
H -0.932 -2.398 1.515
H -1.727 -1.396 1.277
O 1.576 -0.890 2.480
H 1.233 -0.988 1.672
H 1.977 -0.138 2.365
O -1.677 -0.843 -2.218
H -2.197 -1.604 -1.697
H -1.129 -0.385 -1.562
*
```



*B*
Density functional theory data (ωB97M-V with the def2-TZVPD basis set) for a molecular structure, H17LiO9.

LUMO level (eV): -1.9
Molecular weight (g/mol): 168.1
Orbital gap (Eh): 0.3056

ORCA input file:
```
! RIJCOSX wB97M-V def2-TZVPD def2/J DEFGRID3
* xyz 0 1
Li 2.063 -0.213 -2.512
O 0.777 -0.010 -0.640
H 0.333 0.023 0.375
O 2.223 0.114 2.853
H 2.313 -0.081 3.768
H 1.990 -0.897 2.494
O -1.880 -1.671 1.097
H -1.789 -1.725 -0.032
H -2.949 -1.905 1.123
O -0.364 -1.890 -1.953
H 0.013 -1.104 -1.416
H -0.675 -1.623 -2.662
O -1.203 1.736 -0.564
H -0.989 2.207 0.313
H -0.570 0.949 -0.718
O 1.710 2.483 -0.629
H 1.413 1.528 -0.757
H 1.196 3.102 -1.199
O -1.452 1.466 -3.301
H -1.113 1.241 -2.229
H -1.746 0.687 -3.674
O -1.633 0.310 3.075
H -1.376 -0.456 2.401
H -1.639 1.091 2.516
O 1.603 -1.893 1.088
H 1.320 -1.361 0.453
H 2.423 -2.107 0.732
*
```



Of them, *B* has the lowest stability.



*A*
Density functional theory data (ωB97M-V with the def2-TZVPD basis set) for a molecular structure, C32H25N9O4STl.

LUMO level (alpha / beta) (eV): 1.0 / 0.3
Molecular weight (g/mol): 836.1
Orbital gap (alpha / beta) (Eh): 0.1990 / 0.1721

ORCA input file:
```
! RIJCOSX wB97M-V def2-TZVPD def2/J DEFGRID3
* xyz -1 1
Tl 0.286 1.581 0.438
C -1.266 5.882 -2.035
O -1.367 5.677 -3.490
C -1.783 4.416 -3.724
C -1.992 3.907 -4.955
C -2.265 2.505 -5.140
C -1.869 1.479 -4.336
C -1.016 1.559 -3.182
C -0.231 0.436 -2.868
N 0.638 0.400 -1.877
N 1.294 -0.738 -1.762
C 2.192 -0.662 -0.758
O 2.436 0.335 -0.030
C 2.953 -1.941 -0.505
C 3.830 -1.992 0.576
C 4.548 -3.151 0.850
C 4.402 -4.268 0.037
C 3.537 -4.219 -1.052
C 2.816 -3.062 -1.323
C -0.901 2.794 -2.376
O 0.058 3.051 -1.682
H -1.561 6.905 -1.824
H -3.212 5.199 -1.843
H -0.255 5.687 -1.697
H -1.901 4.559 -5.818
H -2.754 2.227 -6.070
H -2.080 0.472 -4.690
H -0.321 -0.447 -3.501
H 3.934 -1.106 1.190
H 5.224 -3.182 1.700
H 4.962 -5.173 0.245
H 3.425 -5.087 -1.691
H 2.132 -3.011 -2.161
N -3.066 -1.100 -1.399
C -2.254 -0.584 -0.425
S -2.538 1.045 0.063
N -1.379 -1.449 0.046
N -0.507 -0.925 0.913
C 0.015 -1.687 1.801
C -0.305 -3.145 1.918
C -0.784 -3.674 3.116
C -1.066 -5.030 3.231
C -0.862 -5.875 2.147
C -0.384 -5.355 0.949
C -0.114 -3.998 0.831
C 0.977 -1.073 2.775
C 1.857 -1.876 3.501
C 2.746 -1.287 4.383
C 2.749 0.089 4.527
C 1.845 0.817 3.770
N 0.975 0.258 2.929
H -3.552 -0.419 -1.958
H -2.725 -1.930 -1.862
H -0.944 -3.011 3.961
H -1.446 -5.426 4.166
H -1.075 -6.935 2.236
H -0.223 -6.010 0.100
H 0.251 -3.583 -0.102
H 1.853 -2.949 3.352
H 3.442 -1.901 4.946
H 3.438 0.589 5.197
H 1.811 1.902 3.838
N -1.865 4.262 2.265
C -1.415 4.477 0.965
O -0.160 4.527 0.795
C -2.405 4.621 -0.039
C -2.238 4.855 -1.511
N -2.003 3.715 -2.516
C -3.762 4.627 0.398
N -4.867 4.618 0.758
H -1.147 3.958 2.896
H -2.769 3.833 2.392
*
```



*B*
Density functional theory data (ωB97M-V with the def2-TZVPD basis set) for a molecular structure, C32H25N9O4STl.

LUMO level (eV): 1.7
Molecular weight (g/mol): 836.1
Orbital gap (Eh): 0.2272

ORCA input file:
```
! RIJCOSX wB97M-V def2-TZVPD def2/J DEFGRID3
* xyz -1 1
Tl 0.402 1.100 -1.626
C -4.762 3.474 -1.608
O -3.626 3.049 -0.886
C -3.785 1.984 -0.071
C -4.974 1.446 0.290
C -5.029 0.272 1.113
C -3.889 -0.327 1.504
C -2.589 0.217 1.183
C -1.525 -0.597 1.537
N -0.200 -0.459 1.565
N 1.594 0.800 2.270
C 2.901 0.816 1.853
O 3.212 0.720 0.691
C 3.903 0.874 2.966
C 3.551 0.711 4.302
C 4.535 0.719 5.280
C 5.866 0.886 4.927
C 6.218 1.037 3.591
C 5.239 1.027 2.612
C -2.497 1.445 0.411
O -1.448 2.015 0.109
H -4.405 4.186 -2.347
H -5.242 2.636 -2.118
H -5.493 3.965 -0.955
H -5.899 1.880 -0.066
H -5.992 -0.136 1.392
H -3.924 -1.235 2.097
H -1.800 -1.594 1.864
H 2.515 0.553 4.577
H 4.263 0.577 6.319
H 6.631 0.893 5.694
H 7.259 1.147 3.314
H 5.483 1.122 1.562
N 1.613 -4.066 -2.928
C 1.791 -2.983 -2.109
S 2.472 -1.568 -2.732
N 1.487 -3.227 -0.830
N 1.075 -2.268 -0.059
C 1.197 -2.475 1.240
C 1.978 -3.609 1.814
C 3.104 -3.346 2.591
C 3.865 -4.383 3.111
C 3.508 -5.700 2.861
C 2.390 -5.972 2.083
C 1.632 -4.934 1.560
C 0.560 -1.564 2.136
C 0.500 -1.685 3.490
C -0.046 -0.670 4.348
C -0.120 0.655 4.105
C 0.494 1.358 2.967
N 0.401 0.842 1.548
H 1.687 -3.857 -3.909
H 0.907 -4.730 -2.654
H 3.394 -2.317 2.774
H 4.742 -4.161 3.707
H 4.102 -6.512 3.263
H 2.109 -6.998 1.878
H 0.772 -5.145 0.940
H 0.858 -2.599 3.946
H -0.415 -1.005 5.314
H -0.624 1.295 4.817
H 0.456 2.442 3.001
N -3.675 -1.459 -2.368
C -2.683 -0.539 -2.612
O -1.698 -0.514 -1.854
C -2.889 0.349 -3.716
C -1.944 1.365 -3.962
N -1.148 2.189 -4.131
C -4.007 0.210 -4.563
N -4.920 0.070 -5.263
H -3.441 -2.198 -1.730
H -4.361 -1.648 -3.079
*
```



Of them, *B* has the lowest stability.



*A*
Density functional theory data (ωB97M-V with the def2-TZVPD basis set) for 2 unconnected molecules or ions with the total composition C4H9N3S.

LUMO level (eV): 0.8
Molecular weight (g/mol): 131.2
Orbital gap (Eh): 0.3305

ORCA input file:
```
! RIJCOSX wB97M-V def2-TZVPD def2/J DEFGRID3
* xyz 0 1
C -0.896 -1.021 0.862
C -1.379 0.252 0.966
C -0.655 -0.305 -2.390
C 1.216 0.757 2.154
N 2.503 0.095 -1.047
N 1.472 0.175 -1.453
N 0.324 0.511 -1.700
S -0.368 1.527 1.629
H 0.086 -1.236 1.097
H -1.425 -1.914 0.478
H -2.303 0.508 0.747
H -0.688 -0.102 -3.472
H -0.737 -1.395 -2.268
H -1.671 0.065 -2.062
H 1.678 1.750 2.380
H 1.656 0.463 1.234
H 1.187 -0.131 2.845
*
```



*B*
Density functional theory data (ωB97M-V with the def2-TZVPD basis set) for C4H9N3S in the gas phase.

LUMO level (eV): 0.8
Molecular weight (g/mol): 131.2
Orbital gap (Eh): 0.3311
Structure (SMILES): C=CCN(N)C(N)=S

ORCA input file:
```
! RIJCOSX wB97M-V def2-TZVPD def2/J DEFGRID3
* xyz 0 1
C -0.967 -2.724 0.093
C -1.128 -1.379 0.377
C 0.083 -0.491 0.942
N 0.556 0.641 0.153
N 1.216 0.275 -1.026
C 0.023 1.892 0.199
N 0.428 2.765 -0.795
S -0.837 2.414 1.521
H 0.035 -3.259 0.197
H -1.796 -3.336 -0.244
H -2.232 -0.928 0.418
H -0.107 -0.098 1.920
H 0.885 -1.341 0.859
H 2.082 -0.296 -0.798
H 0.678 -0.346 -1.680
H 0.044 3.679 -0.628
H 1.038 2.534 -1.508
*
```



Of them, *A* has the lowest stability.